Run A
{
  "formula": "C2H12N2O2",
  "method": "ωB97M-V with the def2-TZVPD basis set",
  "homo_lumo_gap_ev": 9.9,
  "smiles": "NCCN.O.O",
  "spin_multiplicity": 1,
  "elements": ["N", "C", "C", "N", "H", "H", "H", "H", "H", "H", "H", "H", "O", "H", "H", "O", "H", "H"],
  "positions_angstrom": [[-0.42854, -1.79989, -0.45919], [0.93956, -1.40121, -0.23523], [1.24971, -0.00171, -0.84295], [0.11502, 0.81625, -1.19291], [-0.59621, -2.77783, -0.22411], [-0.75493, -1.67356, -1.41085], [1.68370, -2.12033, -0.59810], [1.11149, -1.30291, 0.83922], [1.80249, 0.55922, -0.09017], [1.91434, -0.05573, -1.69837], [-0.31563, 0.73172, -2.09619], [-0.48603, 1.10045, -0.44271], [-2.15906, -0.25598, 1.96040], [-2.84150, -0.92396, 1.82779], [-1.36152, -0.79796, 1.91288], [-0.29328, 3.34156, 1.11568], [0.57545, 3.68805, 1.34966], [-0.15507, 2.87379, 0.28514]]
}

=====

Run B
{
  "formula": "C2H12N2O2",
  "method": "ωB97M-V with the def2-TZVPD basis set",
  "homo_lumo_gap_ev": 9.4,
  "smiles": "CNCN.O.O",
  "spin_multiplicity": 1,
  "elements": ["C", "N", "C", "N", "H", "H", "H", "H", "H", "H", "H", "H", "O", "H", "H", "O", "H", "H"],
  "positions_angstrom": [[-1.18005, 1.14785, -1.17964], [-1.09351, -0.12462, -0.51537], [-0.15122, -1.14871, -0.87888], [1.24064, -0.95224, -0.39608], [-0.27476, 1.22402, -1.82896], [-1.08984, 1.93375, -0.42276], [-2.00476, 1.28283, -1.90494], [-1.93096, -0.44964, -0.06223], [-0.56092, -2.12097, -0.60749], [0.05087, -1.02737, -1.95720], [1.13640, -1.35759, 0.53876], [1.48231, 0.01614, -0.21328], [3.37517, -2.92179, -0.12957], [2.72297, -2.19237, -0.20774], [3.40249, -3.16451, 0.79668], [-1.34023, 3.48172, 2.98282], [-1.81167, 3.05404, 3.71879], [-1.97293, 3.31946, 2.26710]]
}

=====

run A has the most favorable energy; the next structure is 7.9 kcal/mol above.

=====

Run A
{
  "formula": "C9H9N3",
  "method": "ωB97M-V with the def2-TZVPD basis set",
  "homo_lumo_gap_ev": 8.1,
  "spin_multiplicity": 1,
  "elements": ["C", "C", "C", "C", "C", "C", "C", "C", "C", "H", "H", "H", "H", "H", "H", "H", "H", "H", "N", "N", "N"],
  "positions_angstrom": [[-1.18955, -1.35949, -0.34967], [-0.90657, -1.19373, -1.64911], [0.02235, -0.45610, -2.22118], [0.62707, 0.60441, -1.60331], [0.10816, 0.87853, -0.24277], [1.07162, 1.56204, 0.56068], [0.45134, 0.51309, 2.55142], [-0.49380, -0.19664, 1.88204], [-0.62120, -0.19102, 0.40458], [-1.98907, -3.34504, -0.35315], [-2.25835, -2.47600, 1.12857], [-1.07435, -2.07475, -2.31173], [0.43154, -0.44690, -3.43916], [1.63572, 1.05918, -2.00209], [0.98720, 2.95598, -0.91982], [2.55661, 3.02923, 0.28498], [0.24335, 0.55582, 3.73402], [-1.10647, -0.87284, 2.57824], [-1.59531, -2.48530, 0.26184], [1.90254, 2.36750, -0.24799], [1.19715, 1.57204, 1.95365]]
}

=====

Run B
{
  "formula": "C9H9N3",
  "method": "ωB97M-V with the def2-TZVPD basis set",
  "homo_lumo_gap_ev": 8.1,
  "smiles": "Nc1ccc2ncccc2c1N",
  "spin_multiplicity": 1,
  "elements": ["N", "C", "C", "C", "C", "N", "C", "C", "C", "C", "C", "N", "H", "H", "H", "H", "H", "H", "H", "H", "H"],
  "positions_angstrom": [[3.16923, -0.09319, 0.02550], [1.79667, -0.42060, 0.00928], [1.33573, -1.76118, -0.01576], [0.00109, -2.06135, -0.04110], [-0.95594, -1.02326, -0.02042], [-2.27512, -1.36833, -0.02629], [-3.16372, -0.40981, 0.00996], [-2.84118, 0.96348, 0.05087], [-1.52515, 1.33036, 0.05394], [-0.52284, 0.32921, -0.00151], [0.87773, 0.62443, -0.02372], [1.36870, 1.94250, -0.03489], [3.76572, -0.91229, 0.07185], [3.39122, 0.52391, 0.80881], [2.07822, -2.55328, -0.01945], [-0.36496, -3.07833, -0.08288], [-4.20577, -0.71994, 0.00927], [-3.62432, 1.71195, 0.09035], [-1.25886, 2.38516, 0.10823], [0.71183, 2.60847, -0.42408], [2.24173, 1.98210, -0.54798]]
}

=====

run B has the most favorable energy; the next structure is 118.3 kcal/mol above.

=====

Run A
{
  "formula": "CH7NO",
  "method": "ωB97M-V with the def2-TZVPD basis set",
  "homo_lumo_gap_ev": 10.8,
  "smiles": "CN.O",
  "spin_multiplicity": 1,
  "elements": ["C", "N", "H", "H", "H", "H", "H", "O", "H", "H"],
  "positions_angstrom": [[-1.23975, -0.29144, 0.27640], [-0.52911, 0.48822, -0.71946], [-0.63726, -0.67534, 1.11677], [-1.83041, -1.12367, -0.14207], [-1.93422, 0.47378, 0.66210], [-1.07146, 0.26205, -1.56052], [-0.81304, 1.43483, -0.44383], [3.01636, 0.01073, 0.16484], [2.95717, -0.82853, 0.67514], [2.08170, 0.24938, -0.02935]]
}

=====

Run B
{
  "formula": "CH7NO",
  "method": "ωB97M-V with the def2-TZVPD basis set",
  "homo_lumo_gap_ev": 9.8,
  "smiles": "CN.O",
  "spin_multiplicity": 1,
  "elements": ["C", "N", "H", "H", "H", "H", "H", "O", "H", "H"],
  "positions_angstrom": [[-1.39664, 0.98412, -0.06494], [-0.28637, 1.25145, -0.90509], [-2.36489, 1.32990, -0.43414], [-1.33007, 1.27915, 0.99644], [-1.64919, -0.08920, -0.01555], [-0.34328, 2.16022, -1.33987], [0.64978, 1.06396, -0.63965], [2.13974, -2.81733, 1.13972], [2.12546, -3.22501, 0.26862], [2.45545, -1.93726, 0.99447]]
}

=====

run B has the most favorable energy; the next structure is 2.1 kcal/mol above.

=====

Run A
{
  "formula": "C9H18NO",
  "method": "ωB97M-V with the def2-TZVPD basis set",
  "homo_lumo_gap_ev": [8.9, 7.2],
  "total_charge": 1,
  "spin_multiplicity": 1,
  "elements": ["C", "C", "C", "C", "C", "C", "C", "C", "C", "N", "O", "H", "H", "H", "H", "H", "H", "H", "H", "H", "H", "H", "H", "H", "H", "H", "H", "H", "H"],
  "positions_angstrom": [[0.90226, 1.82450, 0.28938], [2.39229, -0.36938, 0.05578], [-0.17043, -0.41229, 0.48793], [-0.32074, 1.04020, -0.13542], [-0.40484, 1.08987, -1.61504], [-2.84681, 0.98388, 0.22916], [1.41779, -1.95713, 1.44286], [0.91716, -1.84444, -1.02274], [-1.53745, 1.75968, 0.47368], [1.15134, -1.07951, 0.29791], [1.23813, 2.77965, 0.83915], [2.74563, -0.11022, -0.96297], [2.78552, 0.17549, 0.92685], [-0.30192, -0.33390, 1.61545], [-1.03580, -1.01995, -0.03594], [-0.74208, 2.02152, -1.86023], [-1.06636, 0.43584, -2.01916], [0.47327, 0.91978, -2.19035], [-3.57631, 1.32155, 0.92359], [-2.56359, -0.03142, 0.42357], [-3.27839, 0.98493, -0.83082], [0.53272, -2.08632, 2.03005], [1.76043, -2.89085, 0.92091], [2.15711, -1.57245, 2.05460], [0.05801, -2.48305, -0.94481], [0.64601, -1.34837, -1.87543], [1.78362, -2.35402, -1.35750], [-1.42120, 1.71601, 1.64759], [-1.69537, 2.84041, 0.19198]]
}

=====

Run B
{
  "formula": "C9H18NO",
  "method": "ωB97M-V with the def2-TZVPD basis set",
  "homo_lumo_gap_ev": [8.4, 8.8],
  "total_charge": 1,
  "spin_multiplicity": 1,
  "elements": ["C", "C", "C", "C", "C", "C", "C", "C", "C", "N", "O", "H", "H", "H", "H", "H", "H", "H", "H", "H", "H", "H", "H", "H", "H", "H", "H", "H", "H"],
  "positions_angstrom": [[-2.95465, 0.28479, -0.44967], [-2.77915, -0.95229, 0.36609], [-1.74721, 1.31196, -0.15189], [0.77443, 1.44743, -0.02060], [-1.40485, -1.62250, 0.07164], [2.12278, 1.12316, 0.61728], [2.06246, -1.46745, 0.68443], [-0.43937, 0.53187, 0.38033], [2.92189, -0.18039, -1.15562], [-0.34735, -0.71082, -0.30052], [2.77099, -0.29767, 0.31148], [-3.01654, -0.00938, -1.50649], [-3.95444, 0.72960, -0.32519], [-2.76771, -0.56754, 1.47380], [-3.68307, -1.48755, 0.32717], [-1.46522, 1.86798, -1.01083], [-2.23568, 1.77850, 0.75331], [0.37042, 2.31643, 0.31516], [0.93760, 1.44582, -1.15380], [-0.87920, -2.17633, 0.86499], [-1.54944, -2.32962, -0.80986], [2.88316, 1.82665, 0.23418], [2.16826, 1.20653, 1.75122], [1.76084, -1.45997, 1.70457], [2.05549, -2.44155, 0.22184], [-0.61079, 0.19624, 1.39507], [3.42835, 0.87250, -1.33361], [3.50712, -1.01395, -1.43838], [2.07087, -0.22246, -1.81607]]
}

=====

run A has the most favorable energy; the next structure is 45.7 kcal/mol above.

=====

Run A
{
  "formula": "C6H7NS",
  "method": "ωB97M-V with the def2-TZVPD basis set",
  "homo_lumo_gap_ev": [7.8, 7.8],
  "spin_multiplicity": 1,
  "elements": ["C", "C", "C", "C", "C", "C", "N", "S", "H", "H", "H", "H", "H", "H", "H"],
  "positions_angstrom": [[2.20266, -1.01199, -0.51088], [1.21926, -0.75338, -1.15629], [-2.16586, -0.98242, 0.03304], [-0.52221, 0.39873, 1.11215], [0.09945, -0.28553, -1.86094], [-1.38363, 0.26178, -0.11063], [-2.55017, -2.07528, -0.00212], [-2.33511, 1.59857, -0.72398], [2.91882, -1.54302, 0.09098], [-0.85514, -0.31087, 1.82720], [-0.53597, 1.45332, 1.61283], [0.54681, 0.31672, 0.94464], [-0.60870, -1.02215, -2.23522], [-0.08500, 0.67351, -2.47492], [-2.60150, 2.26058, 0.42040]]
}

=====

Run B
{
  "formula": "C6H7NS",
  "method": "ωB97M-V with the def2-TZVPD basis set",
  "homo_lumo_gap_ev": 10.2,
  "smiles": "Cc1cncc(S)c1",
  "spin_multiplicity": 1,
  "elements": ["C", "C", "C", "N", "C", "C", "S", "C", "H", "H", "H", "H", "H", "H", "H"],
  "positions_angstrom": [[2.18104, -0.15206, -0.84855], [0.83161, -0.17876, -0.14921], [0.60793, -1.00731, 0.97572], [-0.58926, -1.19580, 1.55247], [-1.61917, -0.50002, 1.07338], [-1.50191, 0.40456, 0.02250], [-2.94880, 1.20812, -0.64491], [-0.26975, 0.55366, -0.59846], [2.88158, -0.90463, -0.43643], [2.67644, 0.83026, -0.70905], [2.06018, -0.32504, -1.92081], [1.45797, -1.60696, 1.32973], [-2.59102, -0.67193, 1.56432], [-3.02107, 2.23791, 0.18975], [-0.15578, 1.30799, -1.40044]]
}

=====

run B has the most favorable energy; the next structure is 118.5 kcal/mol above.

=====

Run A
{
  "formula": "C6H7NS",
  "method": "ωB97M-V with the def2-TZVPD basis set",
  "homo_lumo_gap_ev": 7.3,
  "spin_multiplicity": 1,
  "elements": ["C", "C", "C", "C", "C", "C", "H", "H", "H", "H", "H", "H", "H", "N", "S"],
  "positions_angstrom": [[1.69153, -0.64435, -1.23891], [0.51683, 0.09975, -0.48103], [-0.74638, -0.29799, -0.87938], [0.84568, 0.73625, 0.84291], [-0.37385, 0.83140, 1.69478], [-1.19890, 1.17485, 2.53440], [2.38139, 0.04408, -1.75857], [2.47355, -1.11352, -0.55103], [1.49193, -1.30916, -2.22631], [-0.60498, -0.85880, -1.84677], [-2.12449, 0.01802, 0.72196], [-2.57151, -0.37812, -0.79759], [-2.25044, 0.67251, 3.24198], [-1.89526, -0.07306, -0.37935], [2.36488, 1.09815, 1.12291]]
}

=====

Run B
{
  "formula": "C6H7NS",
  "method": "ωB97M-V with the def2-TZVPD basis set",
  "homo_lumo_gap_ev": 7.6,
  "smiles": "CC1=C(C)C(=S)C=N1",
  "spin_multiplicity": 1,
  "elements": ["C", "C", "C", "C", "C", "S", "C", "N", "H", "H", "H", "H", "H", "H", "H"],
  "positions_angstrom": [[1.11175, 2.22468, -1.31020], [0.72327, 1.13843, -0.39691], [0.01760, 0.13125, -0.68705], [-0.64704, -0.27097, -1.95092], [-0.16701, -0.66684, 0.55811], [-1.07061, -2.03003, 0.89691], [0.49808, 0.23489, 1.60592], [0.94523, 1.27224, 1.10547], [2.14977, 2.27136, -1.69787], [0.50054, 2.19640, -2.34301], [0.89186, 3.22538, -0.84393], [-0.06410, -1.12258, -2.50019], [-0.83716, 0.66795, -2.64869], [-1.69611, -0.64620, -1.75819], [0.34846, 0.23376, 2.78933]]
}

=====

run B has the most favorable energy; the next structure is 90.8 kcal/mol above.